Record 1
# C4H13N3

A gas-phase ion, C4H13N3 (charge +1) (wB97M-V/def2-TZVPD, the Open Molecules 2025 dataset).

Each line ends with the Löwdin spin population.
Element x y z (Å)
C -0.06 -1.59 -1.06  0.05
C -0.49 -0.83 0.30  0.09
C -0.21 0.58 0.56  0.09
C -0.58 1.44 -0.45  0.05
N -0.47 2.79 -0.44  0.02
N 0.54 0.85 1.80  0.17
N 0.97 -2.76 -0.82  0.06
H -1.02 -1.95 -1.55  0.00
H 0.35 -0.89 -1.70  0.01
H -1.63 -0.79 0.07  0.01
H -0.27 -1.45 1.22  0.05
H -0.85 1.07 -1.34  0.00
H -0.92 3.21 -1.15  0.00
H -0.35 3.38 0.34  0.01
H 1.19 1.52 1.63  0.04
H 1.02 0.00 2.27  0.13
H -0.22 1.28 2.55  0.10
H 1.79 -2.42 -0.47  0.06
H 0.56 -3.44 -0.09  0.03
H 1.11 -3.31 -1.73  0.02

Output
**2S+1**: 2
**Net charge**: +1
**DFT total energy**: -324.02572 a.u.
**Energy relative to the best compared isomer or geometry (same formula, charge and spin)**: 88.0 kcal/mol



Record 2
# C11H32CaN2O5P2

A molecular structure, C11H32CaN2O5P2 (wB97M-V/def2-TZVPD, the Open Molecules 2025 dataset).

Each line ends with the Löwdin charge.
Element x y z (Å)
O -0.30 3.63 -0.07  -0.27
H -0.65 4.54 -0.02  0.05
Ca -0.92 0.07 -0.76  1.22
N -1.20 -0.46 -2.99  -0.19
N 0.99 -1.23 -1.87  -0.12
O -2.25 0.12 -3.74  -0.11
O 2.22 -1.71 -1.33  -0.14
C -0.46 -1.29 -3.71  -0.34
C 0.74 -1.77 -3.06  -0.34
C -0.85 -1.74 -5.08  -0.04
C 1.62 -2.79 -3.71  -0.05
H -1.69 -1.13 -5.42  0.07
H -1.16 -2.79 -5.06  0.08
H -0.01 -1.65 -5.77  0.08
H 2.36 -3.18 -3.01  0.07
H 2.15 -2.35 -4.57  0.09
H 1.03 -3.62 -4.10  0.08
H -2.74 0.68 -3.11  0.07
H 2.61 -0.96 -0.83  0.07
O -1.14 -2.03 0.18  -0.19
H -1.83 -2.31 0.81  0.08
H -0.68 -2.82 -0.16  0.08
C 1.87 2.17 -0.60  0.07
H 1.56 3.19 -0.42  -0.02
H 1.65 1.73 -1.60  0.01
H 2.56 1.65 0.06  -0.03
O -1.51 2.03 -1.40  -0.43
H -0.93 2.91 -0.77  -0.03
H -1.59 2.35 -2.31  0.02
C 2.43 0.43 2.97  -0.29
P 1.15 -0.48 2.01  0.81
C 1.96 -2.11 1.91  -0.30
C -0.04 -0.86 3.40  -0.41
C -1.26 0.07 3.47  -0.43
P -1.50 1.11 1.97  0.73
C -3.20 1.72 2.21  -0.29
C -0.55 2.60 2.32  -0.31
H 3.35 0.44 2.38  0.04
H 2.12 1.46 3.17  0.02
H 2.61 -0.09 3.92  0.04
H 2.24 -2.46 2.91  0.05
H 1.30 -2.85 1.44  0.03
H 2.87 -2.03 1.30  0.03
H -0.38 -1.90 3.26  0.07
H 0.52 -0.82 4.34  0.07
H -2.19 -0.53 3.56  0.07
H -1.21 0.74 4.35  0.09
H -3.30 2.26 3.16  0.04
H -3.46 2.39 1.38  0.04
H -3.88 0.87 2.19  0.03
H -0.47 3.11 1.23  -0.01
H -1.07 3.27 3.02  0.04
H 0.50 2.43 2.59  0.01

Output
**2S+1**: 1
**Net charge**: 0
**DFT total energy**: -2284.20099 a.u.
**Energy relative to the best compared isomer or geometry (same formula, charge and spin)**: 3.6 kcal/mol



Record 3
# C12H15N2OZr

A molecular structure, C12H15N2OZr (wB97M-V/def2-TZVPD, the Open Molecules 2025 dataset).

Each line ends with the Löwdin spin population.
Element x y z (Å)
C -0.86 1.42 -3.14  0.00
C 0.54 1.22 -3.41  0.00
C 1.30 2.05 -2.52  0.00
C 0.36 2.81 -1.72  0.00
C -0.98 2.40 -2.09  0.00
Zr 0.07 0.57 -0.99  0.02
N -1.35 -0.90 -1.05  0.01
C -0.30 -2.03 -1.42  0.00
C 1.02 -1.44 -1.88  0.00
H 2.41 2.12 -2.49  0.00
H 0.96 0.50 -4.15  0.00
H 0.63 3.56 -0.95  0.00
H -1.93 2.85 -1.72  0.00
H -1.70 0.94 -3.72  0.00
H 1.26 -1.64 -2.93  0.00
H -0.60 -2.88 -2.16  0.00
H -2.38 -0.78 -0.95  0.00
H 2.01 -1.71 -1.45  0.00
H -0.15 -2.58 -0.49  0.00
O 0.73 0.42 0.97  0.02
N 0.41 0.02 2.24  0.25
C -0.73 0.54 2.78  0.20
C -1.20 -0.08 3.93  0.04
C -0.50 -1.15 4.45  0.24
C 0.70 -1.59 3.85  0.06
C 1.18 -0.98 2.74  0.12
H -1.24 1.35 2.22  0.02
H -2.12 0.29 4.33  0.00
H -0.87 -1.66 5.32  0.02
H 1.27 -2.42 4.24  0.00
H 2.06 -1.21 2.17  0.01

Output
**2S+1**: 2
**Net charge**: 0
**DFT total energy**: -697.91552 a.u.
**Energy relative to the best compared isomer or geometry (same formula, charge and spin)**: 0.0 kcal/mol



Record 4
# C57H45BF5N14O3S2Sn

A molecular structure, C57H45BF5N14O3S2Sn (wB97M-V/def2-TZVPD, the Open Molecules 2025 dataset).

Each line ends with the Löwdin spin population.
Element x y z (Å)
Sn -0.48 -0.20 0.29  0.00
C 2.72 -2.31 -1.60  0.01
C 1.52 -3.16 -1.33  0.00
C 1.31 -4.47 -1.79  0.00
C 0.07 -4.81 -1.30  0.00
N -0.40 -3.76 -0.59  0.00
N 0.49 -2.73 -0.62  0.00
B -1.83 -3.55 -0.07  0.00
N -1.85 -2.95 1.36  0.00
C -2.53 -3.47 2.40  0.00
C -2.20 -2.77 3.54  0.00
C -1.29 -1.80 3.12  0.00
C -0.62 -0.78 3.97  0.00
N -1.09 -1.91 1.80  0.00
N -2.51 -2.58 -1.08  0.00
C -3.45 -2.81 -2.01  0.00
C -3.76 -1.63 -2.63  0.00
C -2.92 -0.68 -2.03  0.00
C -2.91 0.79 -2.24  0.00
N -2.15 -1.28 -1.12  0.00
N -2.63 -4.86 0.02  0.00
C -3.97 -5.04 0.04  0.00
C -4.23 -6.29 0.52  0.00
C -2.96 -6.83 0.80  0.00
C -2.62 -8.18 1.37  0.00
N -2.00 -5.97 0.51  0.00
H 3.16 -2.57 -2.56  0.00
H 3.49 -2.46 -0.84  0.00
H 2.45 -1.25 -1.62  0.01
H 1.97 -5.07 -2.38  0.00
H -0.50 -5.72 -1.40  0.00
H -3.18 -4.32 2.28  0.00
H -2.57 -2.93 4.54  0.00
H -0.29 -1.24 4.90  0.00
H -1.30 0.03 4.21  0.00
H 0.25 -0.36 3.46  0.00
H -3.83 -3.81 -2.19  0.00
H -4.49 -1.46 -3.40  0.00
H -3.93 1.18 -2.13  0.00
H -2.56 1.05 -3.24  0.00
H -2.28 1.30 -1.51  0.00
H -4.65 -4.25 -0.23  0.00
H -5.19 -6.76 0.66  0.00
H -3.43 -8.89 1.20  0.00
H -2.46 -8.11 2.45  0.00
H -1.71 -8.56 0.93  0.00
F 7.18 -1.82 2.35  0.03
C 6.24 -1.17 1.70  0.09
C 4.91 -1.45 1.96  -0.01
F 4.59 -2.38 2.85  -0.01
C 3.93 -0.77 1.27  0.07
F 2.67 -1.08 1.52  0.02
C 4.24 0.22 0.31  0.06
S 3.03 1.06 -0.54  0.62
C 5.61 0.47 0.08  0.07
F 5.98 1.37 -0.80  0.02
C 6.59 -0.21 0.76  -0.01
F 7.88 0.04 0.53  -0.01
C 1.07 9.25 -11.04  0.00
O 1.01 7.83 -11.15  0.00
C 0.90 7.12 -10.00  0.00
C 0.96 5.73 -10.14  0.00
C 0.85 4.93 -9.02  0.00
C 0.69 5.48 -7.75  0.00
C 0.64 6.86 -7.63  0.00
C 0.74 7.68 -8.74  0.00
C 0.57 4.65 -6.54  0.00
N 0.42 5.11 -5.32  0.00
C 0.35 3.99 -4.53  0.00
C 0.45 2.85 -5.27  0.00
N 0.59 3.28 -6.57  0.00
C 0.38 1.53 -4.71  0.00
C 0.44 0.35 -5.46  0.00
C 0.32 -0.86 -4.82  0.00
C 0.15 -0.86 -3.43  0.00
N 0.12 0.24 -2.70  0.00
C 0.21 1.44 -3.32  0.00
C 0.10 2.65 -2.50  0.00
N -0.10 2.51 -1.17  0.00
C -0.21 3.60 -0.44  0.00
C -0.14 4.90 -0.95  0.00
C 0.04 5.06 -2.30  0.00
C 0.16 3.92 -3.11  0.00
H 1.26 9.62 -12.04  0.00
H 1.89 9.55 -10.38  0.00
H 0.13 9.66 -10.67  0.00
H 1.08 5.31 -11.13  0.00
H 0.90 3.85 -9.16  0.00
H 0.51 7.29 -6.64  0.00
H 0.69 8.75 -8.61  0.00
H 0.69 2.71 -7.39  0.00
H 0.57 0.39 -6.54  0.00
H 0.35 -1.79 -5.36  0.00
H 0.04 -1.79 -2.89  0.00
H -0.36 3.44 0.63  0.00
H -0.25 5.75 -0.29  0.00
H 0.09 6.04 -2.77  0.00
O -4.07 0.75 3.09  0.00
S -3.48 0.87 1.78  0.00
O -3.50 -0.31 0.94  0.00
N -1.97 1.39 1.78  0.00
C -1.64 2.41 2.68  0.00
C -2.56 3.24 3.32  0.00
C -2.17 4.25 4.21  0.00
C -0.86 4.49 4.49  0.00
C 0.12 3.71 3.85  0.00
C 1.50 3.92 4.09  0.00
C 2.42 3.16 3.44  0.00
C 1.96 2.17 2.55  0.01
N 0.69 1.93 2.31  0.00
C -0.25 2.67 2.95  0.00
C -4.45 2.09 0.91  0.00
C -5.83 2.03 1.02  0.00
C -6.61 2.94 0.32  0.00
C -6.00 3.91 -0.47  0.00
C -4.62 3.97 -0.56  0.00
C -3.84 3.06 0.13  0.00
H -3.61 3.09 3.15  0.00
H -2.95 4.85 4.68  0.00
H -0.56 5.27 5.18  0.00
H 1.80 4.70 4.78  0.00
H 3.48 3.30 3.59  0.00
H 2.67 1.56 2.02  0.01
H -6.28 1.27 1.65  0.00
H -7.69 2.89 0.39  0.00
H -6.61 4.63 -1.01  0.00
H -4.15 4.74 -1.17  0.00
H -2.76 3.09 0.07  0.00

Output
**2S+1**: 2
**Net charge**: 0
**DFT total energy**: -4726.43756 a.u.
**Energy relative to the best compared isomer or geometry (same formula, charge and spin)**: 12.5 kcal/mol



no.,strongest force on any atom (eV Å⁻¹)
1,6.3
2,2.1
3,4.8
4,0.4